C42H52N3O5S3W | the ωB97M-V functional and the def2-TZVPD basis

Structure (XYZ):
```
106
C42H52N3O5S3W (the ωB97M-V functional and the def2-TZVPD basis)
W -0.4484 -0.3010 1.7417
C -3.3752 3.0121 0.7108
C -2.1885 2.3090 1.2990
N -2.0871 0.9997 1.1397
N -3.3327 0.5033 0.7187
C -3.4183 -0.7651 0.6555
S -2.0298 -1.7935 0.8224
S -4.8927 -1.5905 0.2804
C -5.9831 -0.2198 -0.1985
C -5.7579 0.2937 -1.5987
C -5.6481 1.6594 -1.8294
C -5.4892 2.1491 -3.1188
C -5.4495 1.2741 -4.1933
C -5.5710 -0.0921 -3.9721
C -5.7187 -0.5786 -2.6830
C -1.2394 3.0959 2.0720
C -1.6377 4.3384 2.6093
C -0.8140 5.0592 3.4408
C 0.4514 4.5642 3.7525
C 0.8681 3.3545 3.2440
C 0.0262 2.6120 2.4161
O 0.4797 1.4473 1.9427
H -3.6066 2.5626 -0.2509
H -3.1763 4.0688 0.5818
H -4.2594 2.8759 1.3357
H -5.8710 0.5735 0.5381
H -6.9830 -0.6431 -0.0939
H -5.7074 2.3460 -0.9930
H -5.4107 3.2159 -3.2841
H -5.3349 1.6539 -5.2001
H -5.5509 -0.7814 -4.8063
H -5.8078 -1.6458 -2.5169
H -2.6257 4.7163 2.4033
H -1.1508 5.9979 3.8568
H 1.1091 5.1270 4.4013
H 1.8488 2.9614 3.4822
C 0.8084 0.2725 -0.6097
C 1.3771 -0.6611 0.5282
C 0.6530 -1.9318 0.3674
C 0.0584 -1.8560 -1.0126
C 0.1509 -0.6562 -1.5884
C -0.6237 -0.2398 -2.8310
C -0.2512 1.1496 -3.3537
C -2.1183 -0.2115 -2.4618
C -0.3911 -1.2655 -3.9461
C 0.9082 -3.3956 0.9002
C 0.0793 -4.4110 0.0911
C 2.3619 -3.8696 0.7772
C 0.5388 -3.6115 2.3772
C 4.1314 0.2317 0.8646
C 4.8173 -0.8648 1.6897
C 3.8771 1.5374 1.6638
C 5.2421 0.6058 -0.1496
H 0.1222 1.0890 -0.3401
H -0.4923 -2.6732 -1.4473
H -0.2342 1.8986 -2.5567
H -0.9978 1.4661 -4.0838
H 0.7185 1.1479 -3.8473
H -2.3114 0.5386 -1.6896
H -2.4586 -1.1786 -2.0866
H -2.7225 0.0479 -3.3335
H 0.6725 -1.3365 -4.1837
H -0.9277 -0.9668 -4.8487
H -0.7450 -2.2562 -3.6588
H 0.3835 -4.4432 -0.9544
H -0.9917 -4.2177 0.1468
H 0.2578 -5.4017 0.5096
H 2.6539 -3.9888 -0.2644
H 2.4368 -4.8524 1.2474
H 3.0511 -3.2048 1.2938
H -0.4442 -3.2154 2.6347
H 1.2970 -3.1768 3.0249
H 0.5223 -4.6837 2.5791
H 4.5346 -1.9314 3.3339
H 5.6722 -0.4044 2.1897
H 5.1889 -1.6439 1.0221
H 2.8201 1.7845 1.7257
H 4.3736 2.3784 1.1808
H 4.2775 1.4776 2.6787
H 5.6071 -0.2511 -0.7118
H 6.0823 1.0465 0.3891
H 4.8779 1.3479 -0.8581
C 3.5908 0.0940 -4.3648
C 3.1853 -0.0012 -2.9224
C 3.4516 -1.2502 -2.2029
C 3.3477 -1.3626 -0.8820
C 2.8825 -0.2556 0.0368
C 2.2343 0.8601 -0.8180
C 2.6652 1.0150 -2.2398
S 2.1732 -0.0656 3.4000
O 3.9787 -1.5014 2.6730
O 2.6561 0.2683 4.7163
N 0.8595 -0.8862 3.4166
C 0.2304 -1.2501 4.6873
C -1.1995 -0.7641 4.6066
O -1.9638 -0.7182 5.5161
O -1.5150 -0.4288 3.3438
H 3.4132 -0.8499 -4.8823
H 4.6567 0.3157 -4.4553
H 3.0420 0.8813 -4.8810
H 3.8299 -2.0917 -2.7744
H 3.6817 -2.2722 -0.4169
H 2.2800 1.8193 -0.3032
H 2.4964 1.9751 -2.7138
H 0.7257 -0.7795 5.5334
H 0.2354 -2.3311 4.8231
```

Calculated values
Net charge: +1
Relative energy (zero: lowest compared OMol25 entry of this formula, charge and spin) in kcal/mol: 77.29
Total energy in a.u.: -3433.46808